No. 1
A cluster of 12 separate species, C40H58Cl8F12NO22PS2 in total. Source: OMol25; level of theory: ωB97M-V/def2-TZVPD.

Geometry as XYZ:
```
144
Properties=species:S:1:pos:R:3
P -3.965 -5.521 1.074
F -4.026 -7.084 0.649
F -2.661 -5.788 2.072
F -2.978 -5.101 -0.144
F -3.732 -3.982 1.669
F -5.279 -5.047 0.300
F -4.865 -5.788 2.418
C -2.249 -1.235 -2.145
F -2.479 -1.670 -3.368
F -2.980 -0.154 -1.874
F -2.436 -2.144 -1.227
S -0.423 -0.629 -1.983
O 0.338 -1.844 -1.812
O -0.254 0.152 -3.195
N -0.424 0.138 -0.450
S 1.110 0.425 -0.255
O 1.805 -0.671 0.399
O 1.746 1.088 -1.393
C 1.067 1.742 1.134
F 0.664 1.146 2.256
F 2.263 2.283 1.332
F 0.160 2.659 0.769
Cl 4.721 -4.499 -3.916
C 3.280 -3.704 -3.242
C 3.580 -3.140 -1.851
Cl 3.931 -4.480 -0.741
H 2.499 -4.433 -3.029
H 2.948 -3.006 -4.003
H 2.752 -2.551 -1.465
H 4.546 -2.647 -1.959
Cl -0.146 6.745 -0.394
C -0.110 5.917 -1.931
C 0.469 4.506 -1.858
Cl 1.984 4.307 -0.939
H 0.449 6.526 -2.638
H -1.167 5.803 -2.166
H 0.678 4.119 -2.850
H -0.301 3.939 -1.337
Cl -0.173 -4.376 -3.365
C -1.128 -5.790 -2.831
C -2.630 -5.556 -3.007
Cl -3.111 -5.599 -4.740
H -0.871 -6.110 -1.825
H -0.858 -6.607 -3.501
H -2.900 -4.626 -2.515
H -3.152 -6.401 -2.564
Cl 3.294 -0.463 -4.958
C 1.651 -1.035 -5.260
C 1.660 -1.572 -6.709
Cl 2.724 -3.036 -6.892
H 0.987 -0.184 -5.133
H 1.354 -1.806 -4.553
H 2.024 -0.760 -7.333
H 0.662 -1.869 -7.022
C -0.431 -4.018 1.279
O -0.793 -3.810 2.651
C 0.229 -2.968 3.162
C 0.159 -2.756 4.678
O -0.773 -3.609 5.318
C -0.275 -3.837 6.653
H 0.658 -3.949 1.170
H -0.799 -3.296 0.560
H -0.582 -5.046 0.955
H 0.330 -2.062 2.561
H 1.179 -3.472 2.942
H -0.114 -1.739 4.997
H 1.161 -2.833 5.114
H -0.126 -2.851 7.100
H 0.659 -4.401 6.591
H -0.928 -4.427 7.295
C -5.894 1.001 -0.323
O -6.382 1.089 0.988
C -5.854 2.160 1.726
C -6.318 2.184 3.211
O -5.968 0.931 3.698
C -6.274 0.840 5.058
H -6.178 1.742 -1.081
H -6.235 0.026 -0.670
H -4.807 1.007 -0.452
H -6.267 3.077 1.284
H -4.764 2.176 1.659
H -7.407 2.286 3.296
H -5.826 3.015 3.730
H -5.720 1.641 5.563
H -5.969 -0.112 5.490
H -7.346 0.969 5.252
C -0.759 7.265 -7.099
O -1.446 6.099 -6.697
C -1.860 6.051 -5.330
C -2.124 4.614 -4.945
O -0.967 3.901 -4.697
C -0.916 2.479 -4.822
H -1.475 8.096 -7.046
H -0.518 7.044 -8.137
H 0.107 7.621 -6.535
H -2.748 6.683 -5.223
H -1.042 6.516 -4.771
H -2.787 4.209 -5.714
H -2.642 4.800 -3.991
H 0.092 2.092 -4.702
H -1.273 2.173 -5.808
H -1.519 2.204 -3.956
C -2.700 0.226 4.619
C -2.635 1.544 4.385
C -2.469 2.170 3.011
O -2.345 3.367 2.817
C -2.260 1.126 2.012
C -2.254 -0.190 2.241
C -2.596 -0.791 3.580
O -2.680 -1.987 3.774
O -2.070 -1.042 1.245
O -2.745 2.494 5.340
H -2.829 0.072 5.685
H -1.903 1.521 1.070
H -1.481 -0.585 0.559
H -2.969 3.384 5.052
C 4.512 -2.556 4.829
C 5.705 -2.633 5.404
C 6.669 -1.488 5.475
O 7.689 -1.567 6.133
C 6.265 -0.362 4.675
C 5.072 -0.314 4.059
C 4.045 -1.368 4.152
O 2.892 -1.256 3.793
O 4.606 0.874 3.626
O 6.141 -3.763 6.027
H 3.856 -3.419 4.843
H 6.951 0.475 4.678
H 3.647 0.813 3.473
H 5.432 -4.414 5.968
C 6.594 3.991 -0.801
C 6.185 3.231 0.231
C 5.500 1.875 0.056
O 5.394 1.052 0.932
C 5.049 1.678 -1.317
C 5.312 2.487 -2.351
C 6.196 3.718 -2.211
O 6.622 4.359 -3.137
O 4.835 2.303 -3.591
O 6.471 3.484 1.516
H 7.244 4.805 -0.509
H 4.338 0.871 -1.461
H 4.273 1.515 -3.634
H 5.922 2.910 2.072
```

Kohn-Sham gap = 5.995 eV
2S+1 = 1
Total charge = -2

***

No. 2
A cluster of 6 separate species, C40H58FNO12S6 in total. Source: OMol25; level of theory: ωB97M-V/def2-TZVPD.

Geometry as XYZ:
```
118
Properties=species:S:1:pos:R:3
C 0.793 2.672 -3.802
C 0.736 3.411 -2.696
C 0.386 2.893 -1.329
C 0.007 1.430 -1.334
C -1.355 1.099 -1.342
C -1.764 -0.234 -1.328
C -0.819 -1.234 -1.350
C 0.542 -0.956 -1.360
C 1.401 -2.206 -1.435
O 2.544 -2.157 -0.618
C 2.886 -3.337 0.021
C 2.910 -3.221 1.407
C 3.199 -4.300 2.225
C 3.238 -4.186 3.724
C 3.445 -5.518 1.594
C 3.438 -5.627 0.209
C 3.179 -4.530 -0.621
C 3.221 -4.646 -2.133
C 3.672 -6.016 -2.643
C 4.067 -3.523 -2.787
C 0.958 0.381 -1.327
S 2.730 0.706 -1.226
C 3.542 -0.263 -2.476
O 3.159 0.327 0.097
O 3.071 2.079 -1.520
C -3.215 -0.561 -1.285
O -3.675 -1.548 -1.808
C -4.039 0.411 -0.529
C -5.156 0.001 0.195
C -5.877 0.950 0.889
C -5.500 2.278 0.827
F -6.246 3.171 1.498
C -4.408 2.732 0.099
C -4.078 4.195 0.074
O -2.953 4.522 0.917
N -3.200 4.111 2.227
O -2.333 4.431 2.938
C -3.666 1.754 -0.571
C -2.453 2.114 -1.380
O -2.402 3.117 -2.046
H 1.474 2.930 -4.601
H 0.190 1.783 -3.949
H 0.979 4.461 -2.774
H 1.253 2.990 -0.686
H -0.400 3.490 -0.873
H -1.151 -2.262 -1.358
H 0.763 -3.025 -1.105
H 1.652 -2.424 -2.478
H 2.700 -2.246 1.826
H 4.107 -4.713 4.112
H 2.364 -4.679 4.148
H 3.267 -3.149 4.042
H 3.644 -6.404 2.182
H 3.635 -6.622 -0.173
H 2.194 -4.520 -2.487
H 4.531 -6.364 -2.073
H 2.885 -6.756 -2.537
H 3.957 -5.952 -3.689
H 3.437 -2.824 -3.333
H 4.695 -2.997 -2.073
H 4.728 -3.954 -3.535
H 4.100 0.450 -3.070
H 4.184 -0.957 -1.949
H 2.804 -0.760 -3.098
H -5.425 -1.044 0.197
H -6.727 0.665 1.486
H -4.937 4.792 0.364
H -3.782 4.514 -0.915
C 4.409 5.248 -2.455
S 3.187 6.380 -3.121
O 2.283 5.579 -3.987
C 4.299 7.267 -4.216
H 3.899 4.567 -1.776
H 4.859 4.679 -3.269
H 5.169 5.814 -1.915
H 4.761 6.565 -4.910
H 5.058 7.778 -3.625
H 3.709 7.997 -4.766
C 6.180 1.104 0.716
S 7.753 1.768 0.177
O 8.372 0.755 -0.720
C 8.580 1.635 1.767
H 5.517 1.057 -0.141
H 6.320 0.102 1.122
H 5.744 1.761 1.468
H 8.565 0.596 2.097
H 8.077 2.275 2.491
H 9.608 1.966 1.637
C 3.513 -10.929 0.517
S 4.314 -9.453 -0.115
O 3.246 -8.602 -0.708
C 5.157 -10.253 -1.483
H 2.892 -10.632 1.359
H 2.891 -11.367 -0.264
H 4.270 -11.638 0.850
H 4.424 -10.737 -2.128
H 5.869 -10.981 -1.094
H 5.688 -9.483 -2.039
C -9.165 2.301 2.938
S -9.990 0.731 2.701
O -9.145 -0.072 1.771
C -11.362 1.380 1.744
H -8.243 2.115 3.486
H -8.933 2.739 1.967
H -9.803 2.969 3.517
H -10.980 1.884 0.856
H -11.933 2.072 2.363
H -11.991 0.541 1.453
C -8.414 6.784 4.201
S -8.726 5.326 5.200
O -10.066 4.810 4.805
C -8.946 6.195 6.754
H -8.291 6.458 3.171
H -9.263 7.464 4.276
H -7.500 7.269 4.544
H -9.758 6.915 6.655
H -8.017 6.697 7.021
H -9.196 5.457 7.513
```

Kohn-Sham gap = 7.572 eV
2S+1 = 1